(1)
The molecule C16H14N4O2S2 at a distorted geometry, computed with the ωB97M-V functional and the def2-TZVPD basis.

Element x y z (Å)
O: -3.77 -1.88 1.58
S: -3.91 -0.44 1.57
O: -5.14 0.09 2.17
N: -2.67 0.41 2.42
C: -1.33 0.35 2.14
C: -0.59 1.55 2.26
C: 0.77 1.55 1.93
C: 1.42 0.38 1.53
C: 2.89 0.39 1.20
C: 3.74 1.46 1.16
N: 4.98 0.93 0.74
C: 4.78 -0.39 0.49
N: 3.57 -0.80 0.81
S: 6.16 -1.24 -0.18
C: 7.16 0.35 -0.11
C: 6.25 1.50 0.33
C: 0.70 -0.80 1.48
C: -0.66 -0.82 1.80
C: -3.65 0.18 -0.08
C: -2.61 -0.23 -0.92
C: -2.48 0.43 -2.13
C: -3.43 1.38 -2.49
N: -4.48 1.72 -1.73
C: -4.60 1.10 -0.53
H: -3.04 1.32 2.68
H: -1.04 2.48 2.50
H: 1.35 2.49 1.95
H: 3.55 2.48 1.37
H: 7.94 0.27 0.65
H: 7.61 0.61 -1.06
H: 6.11 2.21 -0.51
H: 6.77 1.99 1.11
H: 1.25 -1.71 1.20
H: -1.15 -1.77 1.71
H: -1.82 -0.92 -0.68
H: -1.67 0.20 -2.84
H: -3.41 1.89 -3.49
H: -5.43 1.36 0.11

The value obtained for the strongest force on any atom is 2.8 eV/A. The calculation puts the highest occupied orbital energy at -7.8 eV. Its spin multiplicity is 1. The LUMO energy comes out at 0.224 eV. As for the HOMO-LUMO gap: 8.06 eV.

***

(2)
A structure of composition C14H23BrF6N2O7PdS2Sb, computed with the ωB97M-V functional and the def2-TZVPD basis.

Element x y z (Å)
Pd: 0.13 0.73 1.21
O: -3.83 5.09 3.01
C: -2.92 4.17 2.78
C: -1.65 4.14 3.38
C: -0.78 3.12 3.05
N: -1.12 2.14 2.20
C: -2.33 2.20 1.62
Br: -2.57 0.82 0.33
C: -3.27 3.16 1.86
H: -3.54 5.77 3.63
H: -1.35 4.90 4.08
H: 0.21 3.06 3.49
H: -4.23 3.16 1.37
C: 3.02 1.17 2.73
O: 1.69 0.58 2.81
C: 1.77 -0.81 3.18
C: 0.39 -1.20 3.60
O: -0.47 -1.06 2.45
C: -1.82 -1.47 2.79
H: 3.43 1.18 3.74
H: 2.92 2.18 2.35
H: 3.65 0.57 2.07
H: 2.47 -0.92 4.01
H: 2.13 -1.39 2.33
H: 0.03 -0.55 4.40
H: 0.37 -2.24 3.94
H: -1.77 -2.47 3.23
H: -2.40 -1.51 1.88
H: -2.26 -0.78 3.51
F: 3.46 -1.73 -1.65
C: 3.15 -0.45 -1.62
F: 3.75 0.14 -0.61
F: 3.40 0.13 -2.76
S: 1.29 -0.47 -1.29
O: 1.17 -1.01 0.06
O: 0.71 -1.15 -2.39
N: 0.63 1.04 -1.07
S: 1.49 2.43 -0.84
O: 1.47 2.54 0.62
O: 2.68 2.51 -1.59
C: 0.27 3.69 -1.48
F: 0.80 4.87 -1.26
F: -0.86 3.55 -0.80
F: 0.08 3.47 -2.75
C: -2.66 -4.20 -4.99
Sb: -0.86 -3.69 -4.02
C: 0.25 -2.55 -5.41
C: 0.22 -5.48 -3.70
H: -2.36 -4.61 -5.96
H: -3.28 -3.32 -5.15
H: -3.21 -4.95 -4.42
H: 0.26 -3.14 -6.33
H: 1.27 -2.41 -5.05
H: -0.22 -1.59 -5.59
H: 0.59 -5.78 -4.68
H: -0.44 -6.24 -3.29
H: 1.07 -5.32 -3.03

The value obtained for the strongest force on any atom is 0.8 eV/A. The total charge is +3. The expectation value of S² is 6.01. The calculation puts the highest occupied orbital energy (spin up / spin down) at -17.3 / -18.0 eV. Its spin multiplicity is 5. The LUMO energy (spin up / spin down) comes out at -7.572 / -12.733 eV. As for the HOMO-LUMO gap (spin up / spin down): 9.71 / 5.32 eV.

***

(3)
A cluster of 2 separate species, C7H17NO in total at a distorted geometry, computed with the ωB97M-V functional and the def2-TZVPD basis.

Element x y z (Å)
C: 0.53 -0.52 0.62
C: 0.32 -1.03 2.08
C: 2.03 -2.48 0.41
C: 0.45 -0.67 -2.31
C: 0.69 -1.91 -1.51
O: 0.54 -3.01 -1.95
N: 0.87 -1.75 -0.08
H: -0.38 -0.06 0.24
H: 1.25 0.33 0.63
H: 0.02 -2.07 2.20
H: -0.64 -0.56 2.42
H: 1.64 -3.48 0.66
H: -0.49 -0.20 -1.95
H: 0.98 -0.55 2.80
H: 2.78 -2.66 -0.36
H: 2.33 -2.07 1.37
H: 1.17 0.14 -2.19
H: 0.19 -0.94 -3.33
C: -1.34 3.46 0.45
C: -2.22 2.46 -0.39
H: -1.90 4.39 0.52
H: -1.10 2.94 1.38
H: -0.42 3.61 -0.12
H: -2.37 1.66 0.32
H: -1.73 2.09 -1.28
H: -3.20 2.87 -0.63

The value obtained for the strongest force on any atom is 3.4 eV/A. The total charge is +1. The expectation value of S² is 0.76. The calculation puts the highest occupied orbital energy (spin up / spin down) at -14.7 / -14.7 eV. Its spin multiplicity is 2. The LUMO energy (spin up / spin down) comes out at -3.438 / -8.071 eV. As for the HOMO-LUMO gap (spin up / spin down): 11.25 / 6.62 eV.

***

(4)
A cluster of 2 separate species, C3H9N2S in total at a distorted geometry, computed with the ωB97M-V functional and the def2-TZVPD basis.

Element x y z (Å)
C: -1.74 0.01 1.27
C: -1.53 -0.59 -0.06
C: 2.02 0.39 -0.20
N: -0.66 -1.49 -0.47
N: 0.64 0.89 -0.40
S: -2.64 0.64 -0.27
H: -2.43 -0.32 1.99
H: -1.06 0.81 1.65
H: 1.98 0.05 0.75
H: 2.10 -0.36 -0.98
H: 2.91 1.02 -0.39
H: -0.29 -1.54 -1.40
H: -0.50 -2.35 0.03
H: 0.48 1.01 -1.41
H: 0.72 1.84 -0.12

The value obtained for the strongest force on any atom is 3.2 eV/A. The total charge is +1. The calculation puts the highest occupied orbital energy at -13.9 eV. Its spin multiplicity is 1. The LUMO energy comes out at -5.023 eV. As for the HOMO-LUMO gap: 8.88 eV.

***

(5)
A structure of composition C30H22BrClGaIN4O3, computed with the ωB97M-V functional and the def2-TZVPD basis.

Element x y z (Å)
Ga: 0.42 -0.06 -0.13
O: -3.04 2.02 0.17
C: -2.08 1.42 -0.29
N: -1.48 0.32 0.21
C: -1.94 -0.10 1.52
C: -0.99 0.41 2.60
C: -1.33 0.48 3.94
C: -0.39 0.94 4.85
C: 0.86 1.32 4.38
C: 1.12 1.22 3.03
N: 0.21 0.77 2.16
C: -1.48 1.89 -1.60
C: -2.12 2.81 -2.40
C: -1.54 3.15 -3.61
C: -0.33 2.56 -3.97
C: 0.25 1.66 -3.10
N: -0.32 1.33 -1.94
H: -1.96 -1.19 1.56
H: -2.94 0.27 1.71
H: -2.32 0.17 4.26
H: -0.63 1.01 5.90
H: 1.62 1.69 5.06
H: 2.08 1.49 2.61
H: -3.06 3.24 -2.07
H: -2.01 3.86 -4.27
H: 0.16 2.79 -4.91
H: 1.20 1.18 -3.31
I: 2.92 -2.31 -2.02
C: 0.90 -2.33 -2.51
C: 0.51 -3.21 -3.51
C: -0.83 -3.26 -3.86
C: -1.73 -2.44 -3.20
C: -1.25 -1.60 -2.22
N: 0.05 -1.52 -1.88
H: 1.24 -3.84 -3.99
H: -1.16 -3.94 -4.64
H: -2.78 -2.46 -3.42
H: -1.92 -0.98 -1.64
Cl: 2.86 -6.74 4.62
C: 2.10 -5.58 3.57
C: 2.53 -4.26 3.60
C: 1.92 -3.34 2.75
C: 0.90 -3.73 1.90
C: 0.48 -5.06 1.89
C: 1.09 -5.99 2.72
C: 0.22 -2.75 0.99
O: -0.80 -3.06 0.38
O: 0.85 -1.62 0.88
H: 3.32 -3.96 4.27
H: 2.24 -2.30 2.75
H: -0.32 -5.35 1.23
H: 0.77 -7.02 2.72
Br: 6.29 3.13 0.27
C: 4.62 2.24 0.11
C: 4.50 0.94 0.59
C: 3.27 0.29 0.45
C: 2.17 0.90 -0.16
C: 2.34 2.21 -0.60
C: 3.55 2.89 -0.47
H: 5.34 0.45 1.07
H: 3.18 -0.71 0.84
H: 1.51 2.75 -1.04
H: 3.66 3.90 -0.83

The value obtained for the strongest force on any atom is 0.7 eV/A. The calculation puts the highest occupied orbital energy at -8.7 eV. Its spin multiplicity is 1. The LUMO energy comes out at 0.104 eV. As for the HOMO-LUMO gap: 8.85 eV.

***

(6)
A structure of composition C6H6FInLiO6 at a distorted geometry, computed with the ωB97M-V functional and the def2-TZVPD basis.

Element x y z (Å)
H: 0.08 -0.85 1.34
O: 1.99 0.69 0.36
O: 1.35 -0.39 -1.42
O: 1.62 1.79 -1.59
C: 1.62 -0.66 0.83
C: 1.67 -1.41 -0.47
C: 1.69 0.79 -0.88
H: 2.40 -0.99 1.52
F: 2.91 -1.93 -0.84
H: 0.96 -2.24 -0.59
In: 2.04 3.61 -1.53
H: -3.18 -0.01 2.04
O: -2.56 1.18 0.43
O: -1.35 -0.45 -0.37
O: -1.77 1.24 -1.69
C: -2.24 0.34 1.60
C: -1.35 -0.76 1.06
C: -1.93 0.70 -0.61
H: -1.72 1.01 2.29
H: -1.85 -1.74 1.10
Li: -0.40 0.09 -2.59

The value obtained for the strongest force on any atom is 7.8 eV/A. The total charge is +2. The expectation value of S² is 0.76. The calculation puts the highest occupied orbital energy (spin up / spin down) at -16.7 / -16.7 eV. Its spin multiplicity is 2. The LUMO energy (spin up / spin down) comes out at -7.366 / -10.227 eV. As for the HOMO-LUMO gap (spin up / spin down): 9.33 / 6.47 eV.

***

(7)
A cluster of 7 separate species, BF4H12O6 in total at a distorted geometry, computed with the ωB97M-V functional and the def2-TZVPD basis.

Element x y z (Å)
B: -0.33 0.52 0.01
F: -0.27 1.71 0.73
F: -1.53 0.50 -0.71
F: 0.75 0.44 -0.89
F: -0.33 -0.55 0.94
O: 1.30 -0.99 3.21
H: 0.55 -1.08 2.61
H: 2.04 -0.81 2.63
O: 1.81 -2.24 -0.40
H: 1.59 -2.23 -1.33
H: 1.44 -1.41 -0.07
O: -1.96 -3.07 0.07
H: -2.66 -2.54 -0.30
H: -1.54 -2.49 0.72
O: -2.83 1.23 2.09
H: -1.94 1.19 1.70
H: -3.36 0.72 1.48
O: -0.95 2.72 -2.71
H: -0.60 2.15 -2.01
H: -0.55 2.38 -3.51
O: 3.18 1.49 -1.76
H: 3.85 1.09 -1.20
H: 2.34 1.27 -1.32

The value obtained for the strongest force on any atom is 1.1 eV/A. The total charge is -1. The calculation puts the highest occupied orbital energy at -8.1 eV. Its spin multiplicity is 1. The LUMO energy comes out at 3.009 eV. As for the HOMO-LUMO gap: 11.07 eV.

***

(8)
A structure of composition C4H12N2O at a distorted geometry, computed with the ωB97M-V functional and the def2-TZVPD basis.

Element x y z (Å)
C: 1.49 1.00 0.30
C: 1.44 -1.37 -0.13
N: 0.71 -0.14 -0.07
H: -0.16 0.06 -1.54
H: 1.87 -1.62 0.86
H: 2.34 1.17 -0.38
H: 0.89 1.91 0.30
H: 1.90 0.88 1.32
H: 0.78 -2.19 -0.44
H: 2.28 -1.33 -0.84
C: -1.22 -0.09 0.05
N: -1.59 0.81 1.04
C: -1.35 0.32 -1.36
O: -1.55 -1.39 0.29
H: -1.67 -1.53 1.24
H: -1.19 0.60 1.95
H: -1.42 1.77 0.79
H: -2.10 -0.25 -1.89
H: -1.45 1.39 -1.51

The value obtained for the strongest force on any atom is 2.9 eV/A. The calculation puts the highest occupied orbital energy at -7.0 eV. Its spin multiplicity is 1. The LUMO energy comes out at 0.680 eV. As for the HOMO-LUMO gap: 7.67 eV.